# 1
ORCA calculation (ωB97M-V/def2-TZVPD) on C2H2Br2I2 as an isolated structure.

Positions of all 8 atoms, in Å:
1 C 0.12147 0.68445 0.92483
2 C 0.65003 -0.40616 0.44940
3 Br 0.36189 -1.34129 -4.12329
4 Br 1.98805 -1.35012 1.32757
5 I 0.55215 1.38927 2.83617
6 I 2.44571 -0.96026 -2.95515
7 H -0.55893 1.06722 0.27657
8 H 0.50001 -1.01332 -0.47896

The molecular weight is 439.65 Da. The value obtained for the orbital gap is 7.740 eV. The value obtained for the HOMO energy is -0.3401 Eh.

Just the natural (NBO) charges please, in e? Sure, here they are: C -0.3913; C -0.3094; Br -0.1491; Br 0.0435; I 0.1793; I 0.1571; H 0.2230; H 0.2469

---

# 2
ORCA calculation (ωB97M-V/def2-TZVPD) on C40H34N14SV as an isolated structure.

Positions of all 90 atoms, in Å:
1 V 0.36551 -0.29330 1.19191
2 C 2.16646 4.93906 4.91025
3 C 3.50869 4.61889 4.41116
4 C 3.59584 3.35419 3.88443
5 C 2.47311 2.60083 3.40470
6 C 2.34347 1.37299 2.56618
7 N 3.31212 0.65620 2.32153
8 C 3.33858 -0.44026 1.58395
9 C 4.50301 -1.04927 1.00217
10 C 5.82554 -0.72369 1.24439
11 C 6.66869 -1.23055 0.30369
12 C 6.19446 -2.27115 -0.59698
13 C 4.85115 -2.71140 -0.74208
14 C 4.00946 -2.03961 0.11610
15 C 2.53564 -2.11496 0.31570
16 N 1.75400 -2.97852 -0.26853
17 C 0.47999 -2.98792 -0.14288
18 N -0.35171 -1.94409 0.50267
19 C -1.67651 -2.37505 0.47162
20 N -2.65621 -1.62980 1.07253
21 C -2.61138 -0.44227 1.54976
22 N -1.49444 0.34796 1.64109
23 C -1.79755 1.52301 2.40553
24 N -0.98866 2.40164 3.00940
25 C 0.27926 2.19589 2.98093
26 N 0.98734 1.17786 2.42509
27 C 1.23474 3.11132 3.63296
28 C 1.08349 4.20091 4.49636
29 C -3.25193 1.48933 2.74008
30 C -4.02238 2.34777 3.42677
31 C -5.33515 1.92839 3.59338
32 C -5.83539 0.77629 3.00831
33 C -5.03679 -0.17289 2.38794
34 C -3.70811 0.30809 2.23815
35 C -1.81172 -3.61844 -0.22697
36 C -2.87649 -4.43743 -0.53110
37 C -2.59956 -5.53534 -1.30848
38 C -1.28791 -5.98846 -1.69900
39 C -0.26011 -5.18313 -1.30315
40 C -0.52821 -4.02241 -0.56540
41 N 2.16764 -0.98404 1.11662
42 H 2.02455 5.71750 5.60038
43 H 4.29438 5.29738 4.61844
44 H 4.56375 2.96653 3.76631
45 H 6.07409 0.05776 1.99638
46 H 7.66925 -0.87877 0.29629
47 H 6.74700 -2.54449 -1.44478
48 H 4.50443 -3.40078 -1.52326
49 H 0.11009 4.39612 4.91249
50 H -3.56482 3.20951 3.83018
51 H -5.77530 2.76424 4.15232
52 H -6.90832 0.37568 3.12693
53 H -5.38958 -1.13913 2.31018
54 H -3.90742 -4.24336 -0.24782
55 H -3.41115 -6.16461 -1.63615
56 H -1.19291 -6.78164 -2.36117
57 H 0.75513 -5.44475 -1.59858
58 C -2.02998 4.57961 -0.86300
59 N -1.83474 3.82631 -2.04194
60 C -2.37649 2.62311 -2.30863
61 S -2.25974 1.90207 -3.83673
62 N -2.96007 1.94456 -1.29881
63 C -3.51505 0.55122 -1.49287
64 H -1.26928 5.38407 -0.79554
65 H -1.76189 4.07146 0.05421
66 H -3.03240 4.95636 -0.63524
67 H -1.49307 4.27291 -2.85511
68 H -2.98312 2.48667 -0.43411
69 H -4.42329 0.60965 -0.94840
70 H -2.79367 -0.07186 -0.93021
71 H -3.63643 0.42591 -2.54988
72 C -0.59412 -2.05181 -4.14406
73 C 0.75054 -1.36914 -4.63790
74 C 1.99815 -2.09038 -4.02644
75 C 0.84626 0.14488 -4.33324
76 N 0.90800 0.49078 -2.93776
77 C 0.06695 0.14255 -1.98670
78 N 0.58142 0.47858 -0.82651
79 N 1.63788 1.28716 -1.10101
80 N 1.85017 1.29637 -2.34601
81 H -0.70769 -3.03148 -4.61057
82 H -1.51433 -1.43060 -4.37369
83 H -0.53525 -2.14210 -3.10791
84 H 0.76146 -1.45952 -5.70675
85 H 1.96806 -2.01060 -2.93858
86 H 2.88721 -1.52606 -4.26134
87 H 2.14570 -3.10059 -4.32687
88 H 0.05043 0.66468 -4.85749
89 H 1.77441 0.37226 -4.81303
90 H -0.64719 -0.59090 -2.09682

The molecular weight is 793.82 Da. The value obtained for the orbital gap (alpha / beta) is 5.568 / 4.783 eV. The value obtained for the HOMO energy (alpha / beta) is -0.2428 / -0.2278 Eh. Its multiplicity is 4. As for the expectation value of S²: 3.86.

Löwdin population analysis, charges in e, atoms 1 to 8: V 0.8632; C -0.0561; C -0.0369; C -0.0143; C -0.0686; C -0.2992; N 0.2080; C -0.2511

---

# 3
ORCA calculation (ωB97M-V/def2-TZVPD) on a 2-piece molecular cluster, C2H3BrOS overall.

Positions of all 8 atoms, in Å:
1 C 1.77362 -0.57771 0.03648
2 C 1.21359 0.48418 -0.37541
3 O 2.31144 -1.45004 0.56791
4 S -1.91909 -0.33308 0.84690
5 Br -4.03327 -0.28448 0.34570
6 H -1.33254 0.32063 -0.05835
7 H 1.81290 1.38644 -0.40299
8 H 0.17337 0.45406 -0.96023

The molecular weight is 155.02 Da. The value obtained for the orbital gap is 9.065 eV. The value obtained for the HOMO energy is -0.3467 Eh. Its structure (SMILES) is C=C=O.SBr.

Just the natural (NBO) charges please, in e? Sure, here they are: C 0.7073; C -0.7934; O -0.4398; S -0.0514; Br -0.0478; H 0.0962; H 0.2751; H 0.2538

---

# 4
ORCA calculation (ωB97M-V/def2-TZVPD) on a 2-piece molecular cluster, C6H13NO overall.

Positions of all 21 atoms, in Å:
1 C 0.15921 -0.72952 3.17226
2 N 1.15148 0.10177 2.35365
3 C 1.04549 -0.20395 0.93074
4 C 2.23317 -0.03657 0.35276
5 C -2.30424 -1.38042 -0.77633
6 C -1.07275 -0.60873 -0.47691
7 C -0.15771 -1.03038 0.43514
8 H 0.41611 -1.75491 3.36571
9 H -0.86502 -0.89992 2.49425
10 H -0.13323 -0.22834 3.98437
11 H 1.22485 1.11695 2.62226
12 H 2.50749 -0.20526 -0.60891
13 H 3.13918 0.14221 1.04345
14 H -2.60868 -2.21032 -0.06822
15 H -3.29354 -0.89702 -0.92653
16 H -2.14967 -1.87927 -1.75211
17 H -1.08259 0.36217 -0.84404
18 H -0.25218 -2.07346 0.87407
19 H -0.77485 2.34589 -4.98093
20 H 0.44128 3.25889 -4.94488
21 O -0.50607 3.26842 -4.82000

The molecular weight is 115.18 Da. The value obtained for the orbital gap is 8.845 eV. The value obtained for the HOMO energy is -0.2977 Eh. Its structure (SMILES) is C=C(/C=C/C)NC.O.

natural (NBO) population analysis, charges in e, atoms 1 to 8: C -0.3980; N -0.6573; C 0.1292; C -0.4183; C -0.6618; C -0.1736; C -0.2395; H 0.1893

---

# 5
ORCA calculation (ωB97M-V/def2-TZVPD) on C69H71Br2ClI3NO8 as an isolated structure.

Positions of all 155 atoms, in Å:
1 C 7.23268 -3.56113 -0.42389
2 O 7.67143 -2.24008 -0.64427
3 C 6.60113 -1.30808 -0.55781
4 C 7.05245 0.00628 -1.20751
5 C 5.98122 0.59987 -2.12061
6 C 4.67375 0.86439 -1.37755
7 C 3.84382 2.00081 -2.00103
8 C 2.90098 1.43858 -3.07577
9 C 1.71291 0.71326 -2.38286
10 C 0.41245 1.48987 -2.60441
11 C -0.70793 1.10643 -1.62352
12 C -1.93562 0.44669 -2.32935
13 C -3.27452 0.54474 -1.55695
14 C -2.85127 0.08953 -0.11018
15 C -3.71478 -0.37482 1.06381
16 C -3.99862 0.71273 2.11803
17 Cl -2.66761 -1.54778 2.02714
18 N -3.44661 2.01642 -1.37052
19 C -4.78816 2.22725 -0.95015
20 O -5.16624 2.98996 -0.13488
21 C -5.59722 1.38146 -1.98065
22 C -7.14711 1.38367 -1.85898
23 Br -8.17113 -0.06965 -2.63159
24 C -7.72050 1.69978 -0.42081
25 C -7.24994 0.73590 0.64852
26 Br -9.69229 1.44016 -0.51934
27 C -4.63484 0.15448 -2.34709
28 C -4.30082 0.53136 -3.85027
29 C -5.45105 0.57884 -4.87030
30 C -5.59091 -0.68245 -5.74945
31 I -6.50600 -0.06656 -7.61445
32 C -5.10336 -1.31418 -2.50971
33 I -3.48162 -2.63796 -3.14028
34 C -5.82350 -2.11932 -1.34180
35 C -6.95854 -3.01944 -1.92018
36 I -4.52769 -3.62000 -0.41012
37 H 8.07971 -4.14459 -0.06694
38 H 6.87880 -4.02047 -1.35120
39 H 6.46612 -3.62070 0.35220
40 H 5.69154 -1.70290 -1.01862
41 H 6.40926 -1.13363 0.50681
42 H 7.95202 -0.18077 -1.78717
43 H 7.30524 0.70155 -0.40911
44 H 6.38492 1.53425 -2.51431
45 H 5.83658 -0.06945 -2.96916
46 H 4.90179 1.16637 -0.35437
47 H 4.06836 -0.03731 -1.31662
48 H 4.49716 2.77571 -2.39498
49 H 3.20848 2.40002 -1.21125
50 H 2.51211 2.22243 -3.72232
51 H 3.41488 0.70606 -3.69627
52 H 1.91883 0.53678 -1.33086
53 H 1.61254 -0.25579 -2.87327
54 H 0.65762 2.53764 -2.42135
55 H 0.11097 1.40376 -3.64762
56 H -0.97265 1.91998 -0.95664
57 H -0.29938 0.32704 -0.97980
58 H -1.62637 -0.57832 -2.48916
59 H -1.93065 0.92188 -3.30839
60 H -2.05949 -0.64249 -0.22077
61 H -2.35546 0.94876 0.32131
62 H -4.64267 -0.90729 0.90976
63 H -4.42376 0.19074 2.97081
64 H -3.06365 1.16263 2.43611
65 H -4.75059 1.42400 1.80059
66 H -3.14654 2.58810 -2.14885
67 H -5.46326 2.10518 -2.77813
68 H -7.48981 2.25137 -2.40882
69 H -7.57586 2.73915 -0.17468
70 H -7.22482 1.22007 1.61947
71 H -6.22227 0.47949 0.41028
72 H -7.85940 -0.15484 0.71485
73 H -3.79594 1.49151 -3.88642
74 H -3.55728 -0.13970 -4.27296
75 H -5.16778 1.34771 -5.58757
76 H -6.41463 0.91792 -4.50534
77 H -6.31881 -1.34704 -5.29742
78 H -4.63802 -1.15992 -5.92476
79 H -5.78823 -1.44311 -3.32624
80 H -6.28896 -1.50142 -0.58719
81 H -6.96427 -3.99507 -1.45334
82 H -7.92288 -2.59254 -1.67915
83 H -6.82945 -3.19105 -2.98747
84 C 11.84590 3.85314 -8.01972
85 C 11.23709 2.65614 -7.65590
86 C 10.42675 2.60129 -6.53504
87 C 10.22978 3.74085 -5.76537
88 C 10.85918 4.93680 -6.11783
89 C 11.65828 4.99022 -7.25285
90 C 10.69902 6.15770 -5.28037
91 O 11.24177 7.19848 -5.58851
92 C 9.86327 6.06851 -4.05127
93 C 9.74508 7.17964 -3.22575
94 C 8.96103 7.11466 -2.08681
95 C 8.28346 5.94111 -1.77086
96 C 8.40166 4.82944 -2.58695
97 C 9.19790 4.88538 -3.72410
98 C 9.34157 3.67111 -4.57311
99 O 8.75153 2.64738 -4.29572
100 H 12.47212 3.89566 -8.90142
101 H 11.39487 1.76569 -8.25045
102 H 9.94872 1.67274 -6.25397
103 H 12.13514 5.91995 -7.53178
104 H 10.26933 8.09259 -3.47345
105 H 8.87435 7.97992 -1.44249
106 H 7.66565 5.89456 -0.88336
107 H 7.87919 3.91494 -2.33990
108 C -9.10612 0.82731 10.74935
109 C -8.52718 2.04761 11.08342
110 C -7.41006 2.49695 10.40059
111 C -6.85888 1.72303 9.38715
112 C -7.42669 0.48779 9.06733
113 C -8.55742 0.04906 9.74474
114 C -6.82428 -0.37843 8.01674
115 O -7.31985 -1.44977 7.73481
116 C -5.59448 0.09794 7.32565
117 C -4.98430 -0.71882 6.38127
118 C -3.84808 -0.28304 5.72142
119 C -3.32028 0.97506 5.99562
120 C -3.92062 1.79049 6.93903
121 C -5.05344 1.35268 7.61365
122 C -5.66803 2.22770 8.64956
123 O -5.20666 3.32412 8.89064
124 H -9.98468 0.48211 11.27881
125 H -8.95109 2.64884 11.87723
126 H -6.96221 3.44772 10.65572
127 H -9.00346 -0.90201 9.48758
128 H -5.39718 -1.69524 6.16602
129 H -3.37097 -0.92177 4.98845
130 H -2.43571 1.31653 5.47293
131 H -3.50868 2.76666 7.15613
132 C 3.38563 -9.07124 0.77881
133 C 4.43639 -8.18140 0.97859
134 C 4.19623 -6.93612 1.53330
135 C 2.90214 -6.56941 1.88108
136 C 1.84460 -7.45396 1.65949
137 C 2.09333 -8.70867 1.11751
138 C 0.44386 -7.06283 1.98131
139 O -0.47465 -7.83339 1.79234
140 C 0.19760 -5.70192 2.53150
141 C -1.10681 -5.29560 2.78602
142 C -1.35000 -4.03686 3.30805
143 C -0.28900 -3.18065 3.58850
144 C 1.01167 -3.57803 3.33328
145 C 1.26026 -4.83475 2.79540
146 C 2.66186 -5.23340 2.49309
147 O 3.58798 -4.48587 2.73381
148 H 3.57690 -10.04773 0.35301
149 H 5.44432 -8.46267 0.70217
150 H 5.01284 -6.24538 1.69420
151 H 1.27496 -9.39748 0.95799
152 H -1.93067 -5.96284 2.57078
153 H -2.36625 -3.72274 3.49939
154 H -0.48066 -2.19890 4.00225
155 H 1.83611 -2.91118 3.54631

The molecular weight is 1618.30 Da. The value obtained for the orbital gap is 7.157 eV. The value obtained for the HOMO energy is -0.3004 Eh.

Löwdin population analysis, charges in e, atoms 1 to 8: C -0.1228; O -0.1906; C -0.2354; C -0.1724; C -0.2080; C -0.2146; C -0.2025; C -0.1990

---

# 6
ORCA calculation (ωB97M-V/def2-TZVPD) on one molecule with the formula C3H10N4.

Positions of all 17 atoms, in Å:
1 C -0.00633 1.93533 -0.00993
2 C -2.01287 -1.03767 0.09355
3 N 1.06972 0.26888 0.77811
4 C -0.19917 0.51381 -0.16473
5 N 2.23569 -0.41102 0.37523
6 N 0.06636 0.01526 -1.49102
7 N -1.36900 0.18782 0.50067
8 H 0.74858 0.16095 1.74466
9 H 2.11578 -1.41947 0.44327
10 H 3.02761 -0.12604 0.94022
11 H -0.18047 -0.96304 -1.56783
12 H 1.04951 0.10534 -1.72422
13 H -0.42422 2.39476 0.87238
14 H 0.50460 2.53357 -0.75530
15 H -2.86848 -1.22025 0.74542
16 H -2.39493 -1.00627 -0.94016
17 H -1.36240 -1.93195 0.15968

The molecular weight is 102.14 Da. The value obtained for the orbital gap (alpha / beta) is 6.458 / 9.263 eV. The value obtained for the HOMO energy (alpha / beta) is -0.2560 / -0.3174 Eh.

natural (NBO) population analysis, charges in e, atoms 1 to 8: C -0.1709; C -0.4738; N -0.4819; C 0.2683; N -0.6750; N -0.8481; N -0.4102; H 0.3605

---

Q: What is the formula in the fourth record?
A: C6H13NO

---

Q: Look up the molecular weight of the second one.
A: 793.82 Da

---

Q: Among the records above, which one has the highest molecular weight?
A: C69H71Br2ClI3NO8

---

Q: Among the records above, which one has the highest molecular weight?
A: C69H71Br2ClI3NO8